# 1
160
Properties=species:S:1:pos:R:3:mulliken_charge:R:1 method="wB97M-V/def2-TZVPD" energy_ev=-137549.107
C -4.345 6.162 -1.389 -0.90
S -5.140 7.478 -2.360 0.52
O -5.658 8.560 -1.452 -0.61
C -3.559 8.084 -3.139 -0.94
H -3.630 6.508 -0.642 0.30
H -3.714 5.467 -1.943 0.36
H -5.109 5.605 -0.847 0.31
H -3.138 7.350 -3.827 0.34
H -2.830 8.432 -2.407 0.31
H -3.810 9.022 -3.633 0.31
C -8.970 1.154 -5.378 -0.91
S -7.485 1.647 -4.467 0.52
O -7.976 1.902 -3.043 -0.61
C -6.866 -0.121 -4.381 -0.88
H -9.588 0.494 -4.770 0.29
H -8.728 0.736 -6.356 0.36
H -9.480 2.105 -5.526 0.31
H -6.850 -0.565 -5.376 0.33
H -7.486 -0.675 -3.676 0.27
H -5.836 -0.175 -4.030 0.31
C 6.653 -1.346 -4.014 -0.89
S 6.574 -0.120 -5.444 0.52
O 7.948 0.569 -5.505 -0.64
C 6.803 -1.380 -6.745 -0.91
H 7.518 -2.005 -4.085 0.30
H 5.726 -1.915 -3.941 0.33
H 6.709 -0.829 -3.057 0.32
H 6.945 -0.827 -7.674 0.33
H 5.801 -1.771 -6.924 0.33
H 7.623 -2.088 -6.627 0.32
C 4.154 -1.640 8.229 -0.99
S 5.783 -2.597 8.101 0.56
O 5.756 -3.406 9.401 -0.65
C 5.239 -3.732 6.804 -0.82
H 4.268 -0.772 8.878 0.32
H 3.382 -2.227 8.725 0.34
H 3.742 -1.225 7.309 0.35
H 6.133 -4.204 6.395 0.30
H 4.681 -3.088 6.125 0.28
H 4.567 -4.522 7.140 0.32
C -3.456 3.515 9.099 -0.33
C -2.225 3.295 9.740 -0.38
C -1.364 2.253 9.345 -0.31
C -1.750 1.428 8.288 -0.42
C -2.952 1.688 7.660 -0.27
C -3.811 2.727 8.013 -0.44
H -4.134 4.264 9.480 0.37
H -1.872 3.956 10.517 0.35
H -0.417 2.096 9.840 0.37
H -1.148 0.624 7.889 0.36
H -3.262 1.138 6.783 0.34
H -4.701 2.988 7.459 0.39
C 5.868 6.491 -2.315 -0.29
C 5.975 5.206 -1.775 -0.50
C 4.774 4.492 -1.559 -0.22
C 3.539 4.970 -1.856 -0.57
C 3.461 6.243 -2.421 -0.30
C 4.604 6.985 -2.649 -0.40
H 6.791 7.016 -2.513 0.35
H 6.924 4.751 -1.530 0.39
H 4.880 3.532 -1.077 0.36
H 2.646 4.446 -1.546 0.45
H 2.504 6.728 -2.550 0.38
H 4.599 7.966 -3.101 0.35
C -0.677 -0.409 0.901 -0.38
C 0.510 -1.120 1.045 -0.35
C 1.336 -1.279 -0.058 -0.45
C 0.882 -0.826 -1.292 -0.50
C -0.271 -0.072 -1.392 -0.45
C -1.010 0.177 -0.246 -0.30
H -1.396 -0.360 1.705 0.39
H 0.752 -1.572 1.996 0.39
H 2.263 -1.827 0.030 0.41
H 1.480 -1.025 -2.169 0.41
H -0.696 0.300 -2.312 0.44
H -1.918 0.762 -0.276 0.41
O -5.977 -8.313 -0.536 -0.58
C -5.177 -7.921 0.290 0.49
O -4.329 -6.876 0.114 -0.34
C -3.655 -6.526 1.356 -0.35
C -4.424 -7.312 2.368 -0.53
C -4.962 -8.518 1.669 -0.37
H -3.713 -5.451 1.524 0.28
H -2.625 -6.863 1.240 0.27
H -5.228 -6.726 2.812 0.28
H -3.794 -7.678 3.179 0.30
H -5.826 -8.910 2.205 0.28
H -4.184 -9.282 1.633 0.26
O -7.040 0.475 2.404 -0.61
C -7.833 -0.335 1.963 0.47
O -7.442 -1.521 1.440 -0.31
C -8.581 -2.222 0.984 -0.30
C -9.741 -1.271 0.963 -0.57
C -9.348 -0.098 1.752 -0.25
H -8.762 -3.030 1.692 0.28
H -8.564 -2.586 -0.043 0.27
H -10.624 -1.740 1.398 0.31
H -10.073 -0.955 -0.026 0.24
H -10.074 -0.162 2.564 0.25
H -9.385 0.806 1.145 0.23
O 1.288 4.097 4.767 -0.65
C 0.594 5.073 4.554 0.51
O 0.268 5.764 5.609 -0.34
C -0.226 7.074 5.220 -0.38
C -0.622 6.869 3.710 -0.58
C 0.135 5.662 3.221 -0.21
H 0.509 7.878 5.216 0.22
H -1.019 7.431 5.877 0.35
H -0.445 7.766 3.116 0.33
H -1.700 6.712 3.677 0.26
H 1.022 5.805 2.603 0.27
H -0.580 5.050 2.671 0.21
O -1.800 2.602 -7.164 -0.62
C -0.586 2.670 -7.480 0.57
O 0.340 3.421 -6.784 -0.31
C 1.633 3.130 -7.339 -0.52
C 1.566 1.709 -7.942 -0.46
C 0.169 1.845 -8.512 -0.43
H 2.445 3.260 -6.623 0.37
H 1.899 3.841 -8.122 0.26
H 1.585 0.983 -7.129 0.28
H 2.372 1.532 -8.654 0.30
H -0.238 0.844 -8.652 0.28
H 0.217 2.392 -9.453 0.28
O 1.043 -3.928 -6.575 -0.64
C 0.013 -4.541 -6.277 0.52
O -1.094 -3.873 -6.032 -0.30
C -2.134 -4.699 -5.518 -0.41
C -1.484 -6.073 -5.358 -0.48
C -0.322 -6.036 -6.300 -0.33
H -2.991 -4.763 -6.189 0.25
H -2.620 -4.330 -4.615 0.32
H -2.047 -6.974 -5.604 0.33
H -1.257 -6.219 -4.302 0.25
H -0.508 -6.462 -7.286 0.30
H 0.617 -6.399 -5.882 0.21
O 5.599 -9.740 -1.223 -0.59
C 5.008 -8.747 -0.840 0.52
O 5.493 -7.933 0.085 -0.34
C 4.701 -6.796 0.396 -0.36
C 3.706 -6.775 -0.818 -0.52
C 3.726 -8.158 -1.419 -0.36
H 5.269 -5.867 0.343 0.29
H 4.136 -6.934 1.318 0.27
H 4.159 -6.102 -1.547 0.21
H 2.704 -6.407 -0.597 0.38
H 3.717 -8.245 -2.506 0.27
H 2.883 -8.748 -1.061 0.23
O 7.276 0.149 2.718 -0.60
C 7.563 0.918 3.624 0.54
O 8.281 0.542 4.738 -0.34
C 8.424 1.601 5.657 -0.36
C 7.304 2.623 5.244 -0.53
C 7.238 2.374 3.764 -0.44
H 9.410 2.063 5.592 0.27
H 8.200 1.174 6.634 0.29
H 7.320 3.622 5.680 0.39
H 6.385 2.186 5.634 0.22
H 7.976 2.959 3.214 0.24
H 6.302 2.549 3.233 0.32



# 2
75
Properties=species:S:1:pos:R:3:mulliken_charge:R:1 method="wB97M-V/def2-TZVPD" total_charge=-2 relative_energy_ev=0.268 energy_ev=-315675.658
Rb 0.489 -0.573 -0.439 0.49
C 4.252 1.260 2.135 -1.51
C 3.144 0.435 2.724 1.04
C 3.306 -0.924 2.955 -0.61
C 2.285 -1.684 3.511 0.97
C 2.462 -3.159 3.729 -1.80
C 1.086 -1.060 3.831 -0.72
C 0.884 0.297 3.597 0.78
C -0.434 0.949 3.893 -1.28
C 1.928 1.030 3.041 -0.78
H 3.875 1.906 1.344 0.23
H 5.035 0.628 1.720 0.31
H 4.706 1.902 2.894 0.39
H 4.226 -1.411 2.658 0.21
H 2.758 -3.376 4.761 0.45
H 3.218 -3.555 3.057 0.34
H 1.533 -3.687 3.522 0.32
H 0.273 -1.648 4.241 0.39
H -1.106 0.940 3.033 0.13
H -0.310 1.992 4.175 0.34
H -0.970 0.438 4.691 0.40
H 1.780 2.085 2.837 0.35
C -0.471 1.246 -3.780 -0.60
O -0.735 0.083 -3.029 0.05
C -2.135 -0.143 -2.913 -0.13
C -2.381 -1.430 -2.151 -0.74
O -2.208 -1.339 -0.753 0.06
C -3.238 -0.604 -0.079 -0.44
H -0.864 1.140 -4.800 0.32
H 0.611 1.358 -3.833 0.12
H -0.908 2.126 -3.301 0.02
H -2.553 -0.252 -3.930 0.29
H -2.614 0.720 -2.433 0.05
H -1.679 -2.192 -2.503 0.25
H -3.405 -1.779 -2.373 0.36
H -4.219 -0.995 -0.373 0.27
H -3.193 0.473 -0.304 0.03
H -3.102 -0.736 0.997 0.19
Se -4.191 1.070 3.410 -0.73
Se -4.595 2.451 1.546 -0.27
Se -2.461 3.303 0.956 -0.14
Se -2.307 3.247 -1.400 -0.65
N 5.756 3.889 -3.899 -0.36
C 4.441 4.253 -3.713 0.25
O 3.977 5.227 -4.291 -0.63
C 3.645 3.391 -2.800 1.16
C 2.377 3.827 -2.393 -0.31
C 1.629 3.040 -1.531 -0.76
N 2.081 1.870 -1.060 0.22
C 3.282 1.448 -1.454 -0.75
C 4.097 2.148 -2.322 -0.79
H 6.328 4.546 -4.401 0.25
H 6.211 3.290 -3.237 0.18
H 1.992 4.765 -2.762 0.51
H 0.626 3.330 -1.230 0.21
H 3.598 0.481 -1.076 0.51
H 5.035 1.711 -2.631 0.30
C -1.966 -8.067 1.539 -1.42
C -1.034 -6.993 1.054 1.12
C 0.329 -7.217 0.956 -0.60
C 1.185 -6.216 0.516 -0.46
C 0.680 -4.981 0.166 -0.57
C -0.683 -4.741 0.254 -0.47
C -1.530 -5.741 0.696 -0.87
S 1.770 -3.641 -0.326 1.36
O 3.096 -4.220 -0.429 -0.86
O 1.607 -2.674 0.760 -0.12
O 1.205 -3.122 -1.572 -0.77
H -1.416 -8.961 1.831 0.34
H -2.679 -8.346 0.761 0.31
H -2.540 -7.725 2.400 0.32
H 0.733 -8.183 1.233 0.26
H 2.249 -6.381 0.443 0.48
H -1.077 -3.772 -0.013 0.82
H -2.591 -5.543 0.773 0.39



# 3
144
Properties=species:S:1:pos:R:3:mulliken_charge:R:1 method="wB97M-V/def2-TZVPD" relative_energy_ev=83.565 energy_ev=-143234.721
C -22.200 -3.639 17.891 -1.64
C -22.558 -2.288 17.376 0.82
C -23.279 -2.286 16.066 -0.25
O -24.345 -1.379 16.256 -0.05
C -24.467 -1.051 17.564 1.03
O -25.432 -0.399 18.060 -0.31
O -23.503 -1.679 18.180 -0.41
H -21.807 -3.553 18.904 0.60
H -21.417 -4.027 17.241 0.23
H -23.081 -4.279 17.852 0.25
H -21.649 -1.688 17.407 0.08
H -23.717 -3.226 15.732 -0.09
H -22.538 -1.972 15.331 -0.10
C -21.464 2.160 8.394 -1.91
C -22.640 2.414 9.315 1.43
C -23.938 2.945 8.715 -0.65
O -24.950 2.346 9.523 -0.35
C -24.370 1.217 10.040 0.25
O -25.004 0.396 10.645 -0.11
O -23.075 1.169 9.732 -0.30
H -20.685 1.546 8.848 0.52
H -21.028 3.130 8.157 0.41
H -21.766 1.786 7.416 0.54
H -22.205 3.049 10.087 -0.14
H -23.889 2.771 7.640 0.30
H -24.021 4.001 8.971 0.38
C -20.959 0.310 11.580 -0.56
C -20.521 1.711 12.068 0.14
C -20.183 2.746 10.998 -0.58
O -21.256 3.661 10.998 -0.42
C -22.096 3.386 12.018 0.28
O -23.220 3.921 12.151 -0.55
O -21.664 2.306 12.627 0.21
H -20.043 -0.204 11.289 0.54
H -21.738 0.280 10.817 0.15
H -21.285 -0.225 12.472 -0.17
H -19.737 1.724 12.825 0.69
H -20.107 2.266 10.022 -0.18
H -19.258 3.281 11.213 0.45
C -24.659 -0.895 14.748 0.10
C -24.326 -1.053 13.220 -1.28
C -23.369 -0.111 12.499 -0.96
O -22.224 -0.854 12.245 -0.45
C -22.407 -2.109 12.665 0.92
O -21.538 -3.006 12.563 -0.80
O -23.594 -2.253 13.146 -0.95
H -25.503 -0.228 14.926 0.83
H -23.749 -0.569 15.253 -0.14
H -24.954 -1.880 15.110 0.03
H -25.165 -1.300 12.570 0.76
H -23.136 0.666 13.227 -0.54
H -23.947 0.233 11.641 0.89
C -26.972 0.542 18.361 -2.27
C -26.459 0.659 16.903 1.08
C -26.396 -0.651 16.195 0.43
O -27.175 -0.445 15.117 -0.58
C -27.700 0.829 15.089 0.56
O -28.511 1.227 14.258 -0.58
O -27.263 1.522 16.155 -0.41
H -28.026 0.263 18.338 0.35
H -26.667 1.434 18.908 0.50
H -26.370 -0.260 18.789 0.48
H -25.455 1.083 16.880 0.46
H -26.595 -1.509 16.837 0.85
H -25.361 -0.827 15.902 -1.60
C -21.391 -3.907 10.746 -1.13
C -20.162 -3.061 11.063 1.94
C -19.251 -3.672 12.162 0.26
O -17.980 -3.405 11.687 -0.45
C -18.054 -2.839 10.451 0.38
O -17.051 -2.585 9.819 -0.63
O -19.226 -2.711 10.039 -0.50
H -22.020 -3.371 10.035 0.13
H -22.160 -3.993 11.513 -1.09
H -21.119 -4.872 10.318 0.40
H -20.570 -2.136 11.470 -1.42
H -19.332 -4.756 12.236 0.22
H -19.593 -3.156 13.059 0.45
C -25.365 4.224 14.904 -2.05
C -25.014 2.721 14.492 0.51
C -23.608 2.439 13.891 -0.45
O -23.158 1.507 14.867 -0.44
C -24.097 1.171 15.761 0.12
O -24.005 0.293 16.595 0.05
O -25.167 1.869 15.564 0.03
H -26.148 4.350 15.651 0.37
H -25.610 4.770 13.993 0.40
H -24.497 4.691 15.371 0.47
H -25.803 2.511 13.770 -0.31
H -22.973 3.310 13.726 1.15
H -23.688 1.953 12.918 0.76
C -21.892 -5.377 12.677 -1.83
C -21.652 -4.418 13.875 2.89
C -22.847 -4.047 14.711 -0.89
O -22.406 -4.244 16.032 -0.27
C -21.399 -5.144 16.021 0.36
O -20.872 -5.588 17.015 -0.57
O -20.969 -5.269 14.744 -0.54
H -21.034 -5.683 12.078 0.65
H -22.546 -4.823 12.003 1.13
H -22.515 -6.246 12.890 0.38
H -21.056 -3.544 13.611 -0.39
H -23.822 -4.501 14.534 0.49
H -22.971 -2.976 14.553 -0.76
C -28.251 -1.719 12.544 0.24
S -27.759 -0.266 11.594 0.39
O -28.834 0.837 11.566 -0.73
C -26.499 0.266 12.828 0.73
H -27.516 -2.523 12.544 -0.65
H -29.041 -2.121 11.910 0.66
H -28.534 -1.356 13.532 0.07
H -26.002 1.131 12.389 -0.09
H -25.902 -0.563 13.207 -0.36
H -26.978 0.761 13.673 -0.67
C -25.532 -3.306 15.906 0.23
S -26.854 -2.681 14.846 0.27
O -26.347 -1.576 13.947 -1.34
C -27.280 -4.152 13.754 -1.47
H -24.603 -3.528 15.381 -0.09
H -25.846 -4.177 16.482 0.64
H -25.371 -2.520 16.644 -0.56
H -27.921 -3.933 12.899 0.55
H -27.749 -4.921 14.367 0.50
H -26.440 -4.727 13.364 0.33
C -24.325 -3.847 12.471 -0.23
S -24.514 -5.718 12.328 0.25
O -24.859 -6.007 13.781 -0.57
C -26.089 -5.863 11.265 -0.73
H -25.286 -3.355 12.619 0.44
H -23.851 -3.400 11.596 0.96
H -23.720 -3.636 13.353 0.08
H -26.205 -6.943 11.167 0.48
H -25.855 -5.538 10.252 0.35
H -26.960 -5.350 11.675 0.08
C -21.502 0.263 14.266 -1.44
S -21.919 0.098 16.071 1.83
O -20.987 -0.988 16.629 -1.04
C -21.146 1.714 16.481 -1.14
H -21.845 -0.629 13.743 -0.31
H -20.413 0.289 14.216 1.54
H -21.813 1.179 13.763 1.65
H -21.731 2.587 16.190 0.21
H -20.105 1.741 16.161 0.38
H -21.168 1.826 17.565 0.53